92
Properties=species:S:1:pos:R:3:forces:R:3:lowdin_charge:R:1 method="wB97M-V/def2-TZVPD" homo_energy_ev="-10.378 / -10.376" spin_multiplicity=3 s_squared=2.02 charge=+1
Ni 1.68879 0.01548 1.02706 -0.03 0.02 -0.13 0.29
N 2.35508 -1.10142 5.09827 -0.04 0.03 0.07 0.16
C 2.03541 -0.05719 5.93562 0.03 -0.05 0.02 -0.24
C 2.32459 -0.18232 7.30229 0.01 -0.03 -0.03 0.00
C 2.02276 0.83622 8.17242 -0.02 0.05 0.01 -0.04
C 1.41899 2.01534 7.71057 0.02 -0.03 0.04 -0.05
C 1.12011 2.16429 6.37734 0.00 -0.05 -0.01 -0.09
C 1.42994 1.12752 5.49020 -0.01 0.04 0.12 -0.42
S 1.05161 1.31866 3.82592 -0.10 0.12 -0.12 1.15
N 1.58307 -0.05559 3.11509 0.22 -0.24 -0.27 -0.28
C 2.12830 -1.05718 3.81725 -0.04 -0.01 -0.05 -0.29
C 3.47562 -2.13821 1.86106 -0.04 0.24 -0.37 -0.30
C 4.60598 -3.08571 1.74378 -0.15 -0.03 0.07 0.04
C 5.17205 -3.31284 0.55973 0.01 -0.03 -0.16 -0.03
C 4.58292 -2.78621 -0.65693 0.11 -0.14 0.05 -0.02
C 3.46403 -2.06844 -0.61426 -0.14 0.14 0.13 -0.05
N 2.87181 -1.65445 0.60835 0.19 0.26 0.49 0.02
H 3.10813 -2.74017 4.84838 0.00 -0.03 -0.04 0.10
H 2.78666 -1.09939 7.64219 0.00 0.01 -0.01 0.12
H 2.25180 0.72907 9.22378 0.00 0.01 0.00 0.12
H 1.18798 2.81206 8.40408 0.00 -0.01 0.01 0.12
H 0.65043 3.06972 6.01304 0.01 -0.01 -0.02 0.11
H 4.93832 -3.57486 2.64354 0.01 0.02 0.02 0.12
H 6.02242 -3.97658 0.48399 0.00 0.01 -0.01 0.12
H 4.99661 -3.06135 -1.61729 0.00 -0.01 0.01 0.12
H 2.89769 -1.78316 -1.48498 0.00 0.06 -0.02 0.10
I -2.40733 -5.77867 0.79681 -0.04 -0.04 -0.03 0.89
C -0.83738 -4.65194 1.56603 0.04 0.02 0.02 -0.73
C -0.83478 -3.27619 1.39220 0.05 -0.04 0.01 -0.14
C 0.21531 -2.52550 1.89573 -0.12 0.04 0.01 -0.04
C 1.27563 -3.12547 2.56882 -0.06 -0.07 0.01 -0.12
C 1.24591 -4.50451 2.74854 0.04 -0.07 -0.07 0.00
C 0.19798 -5.26868 2.25117 0.01 0.07 -0.02 -0.13
C 2.51268 -2.36235 3.06986 0.06 0.06 0.07 -0.30
O 3.21706 -3.16553 3.97398 0.04 0.06 0.11 -0.02
O 3.80911 -0.81147 1.45916 0.24 -0.37 0.09 0.03
H -1.63909 -2.78820 0.85745 -0.01 0.01 0.00 0.08
H 0.16464 -1.45157 1.76056 0.02 -0.06 0.01 0.06
H 2.05419 -4.99026 3.27665 -0.03 0.02 0.00 0.12
H 0.19909 -6.34015 2.39532 -0.01 0.00 0.01 0.10
C 0.42418 2.20428 -1.68214 0.19 0.10 0.15 -0.40
C -0.90385 2.78208 -2.14949 -0.12 0.00 0.06 -0.45
As -0.74261 3.43404 -4.00308 -0.01 0.09 -0.03 1.30
C -0.37658 1.65664 -4.72658 -0.01 -0.04 -0.17 -0.42
C -1.35395 0.67465 -4.87854 0.03 -0.05 -0.02 -0.09
C -1.02141 -0.57045 -5.39375 0.01 0.11 -0.08 -0.09
C 0.29226 -0.85210 -5.75041 -0.02 0.09 -0.04 -0.10
C 1.27390 0.11563 -5.59197 -0.04 -0.04 0.02 -0.09
C 0.93682 1.36798 -5.08947 -0.03 -0.06 -0.03 -0.14
C -2.64371 3.54207 -4.42145 0.00 -0.04 -0.07 -0.43
C -3.64700 3.58754 -3.45966 -0.03 0.03 -0.03 -0.12
C -4.98273 3.67428 -3.83942 0.04 0.00 0.01 -0.08
C -5.32493 3.71510 -5.18148 0.02 0.00 -0.01 -0.08
C -4.32718 3.68244 -6.14806 0.00 0.01 0.01 -0.08
C -2.99648 3.60333 -5.76917 -0.03 0.00 0.02 -0.13
P 0.26517 0.93029 -0.37696 -0.48 0.01 0.06 1.01
C -0.66834 -0.36214 -1.25616 0.02 -0.12 0.00 -0.35
C 0.08689 -1.15836 -2.11989 -0.07 -0.06 0.07 -0.11
C -0.49324 -2.21543 -2.80030 -0.02 -0.05 0.13 -0.08
C -1.84175 -2.49747 -2.61990 0.05 0.01 0.03 -0.07
C -2.61008 -1.68836 -1.79775 0.03 0.04 0.00 -0.07
C -2.02925 -0.61948 -1.12381 -0.08 0.05 -0.10 -0.10
C -0.84679 1.68784 0.87109 0.07 0.12 -0.05 -0.37
C -0.67882 3.04140 1.17419 -0.09 -0.02 -0.04 -0.12
C -1.39896 3.63512 2.20072 0.00 -0.01 0.02 -0.08
C -2.29034 2.88297 2.95405 0.03 0.01 -0.03 -0.08
C -2.44135 1.53032 2.68534 0.02 -0.02 -0.04 -0.08
C -1.72068 0.93641 1.65781 0.06 -0.07 0.11 -0.12
H 1.11546 2.97781 -1.34079 0.00 0.02 -0.04 0.08
H 0.92664 1.67991 -2.50106 0.06 -0.02 0.08 0.05
H -1.22467 3.61078 -1.51895 0.02 -0.04 0.06 0.06
H -1.69217 2.02479 -2.13980 0.04 -0.01 0.01 0.06
H -2.38281 0.88371 -4.60637 0.01 0.02 -0.01 0.11
H -1.79131 -1.32122 -5.52264 0.01 0.01 0.01 0.11
H 0.54679 -1.82015 -6.16268 0.00 -0.01 -0.01 0.11
H 2.29654 -0.09378 -5.87914 0.00 0.00 -0.01 0.10
H 1.70194 2.13118 -4.99572 0.00 0.01 -0.02 0.09
H -3.40586 3.56510 -2.40461 0.01 -0.03 0.02 0.09
H -5.75479 3.71038 -3.08152 0.00 0.00 0.00 0.10
H -6.36426 3.77732 -5.47570 0.00 0.01 0.00 0.10
H -4.58654 3.72422 -7.19792 0.00 -0.01 0.00 0.11
H -2.22591 3.58049 -6.53206 0.00 0.00 0.00 0.10
H 1.13540 -0.93135 -2.27495 0.02 -0.02 -0.01 0.09
H 0.10299 -2.81782 -3.47322 0.00 0.01 0.03 0.11
H -2.29488 -3.33514 -3.13336 0.00 -0.01 0.00 0.11
H -3.66795 -1.88381 -1.67884 0.00 0.00 0.00 0.11
H -2.65328 0.01907 -0.51415 0.00 -0.01 0.02 0.10
H 0.01717 3.64547 0.60605 0.01 0.02 -0.03 0.10
H -1.26520 4.68879 2.40867 0.00 0.00 0.00 0.11
H -2.86205 3.34745 3.74661 0.00 0.00 0.00 0.11
H -3.12133 0.93077 3.27666 0.00 0.00 -0.01 0.11
H -1.83322 -0.12738 1.48898 -0.01 0.01 -0.01 0.09

---

105
Properties=species:S:1:pos:R:3:forces:R:3:lowdin_charge:R:1 method="wB97M-V/def2-TZVPD" relative_energy_ev=0.390 homo_energy_ev=-5.959 charge=-1
Sc 0.89879 2.11434 -2.18089 -0.10 0.47 0.23 0.76
C 5.30281 0.71980 4.68879 0.05 -0.01 0.10 -0.05
C 4.66941 0.71898 3.32710 -0.04 -0.07 -0.07 -0.28
C 4.44086 -0.47849 2.65406 0.01 0.00 0.01 -0.04
C 3.88332 -0.49248 1.38558 0.08 -0.01 0.04 -0.04
C 3.54164 0.71177 0.78959 -0.10 -0.04 0.04 -0.27
C 3.73802 1.91667 1.44630 0.00 0.07 -0.06 -0.06
C 4.30970 1.91267 2.70705 0.00 0.03 0.05 -0.04
S 2.83410 0.68084 -0.82358 0.20 -0.05 0.01 0.59
O 3.44430 -0.42156 -1.51850 -0.01 0.08 0.02 -0.26
O 1.35598 0.59670 -0.64363 0.10 -0.17 -0.06 -0.40
N 2.95773 2.09462 -1.48705 -0.12 -0.27 -0.31 -0.27
C 3.91512 2.40073 -2.53312 0.25 0.07 0.02 -0.15
C 3.19898 3.17283 -3.64574 0.00 0.02 -0.10 -0.62
O 3.81016 3.74862 -4.51761 0.01 -0.01 0.08 0.07
O 1.88439 3.13059 -3.57442 0.19 -0.07 -0.07 -0.22
H 5.29868 -0.27965 5.12303 0.01 0.01 0.00 0.08
H 4.78277 1.38946 5.37609 -0.01 0.01 -0.04 0.08
H 6.34101 1.05416 4.63481 0.00 0.00 -0.01 0.08
H 4.70921 -1.41577 3.12722 0.00 0.00 -0.01 0.12
H 3.73102 -1.42540 0.85830 -0.02 0.03 -0.01 0.12
H 3.44644 2.84149 0.96448 0.00 -0.01 0.00 0.10
H 4.47723 2.85340 3.21972 -0.01 0.00 0.00 0.12
H 4.34215 1.49284 -2.97347 0.02 0.03 -0.02 0.12
H 4.74277 3.01833 -2.17775 -0.01 -0.01 0.01 0.13
Se -6.00770 -0.39827 -0.97598 0.06 0.04 0.00 0.26
P -4.10104 -0.46981 -0.08644 -0.05 0.00 0.02 0.51
C -4.19942 0.05688 1.65271 0.03 -0.05 0.09 -0.34
C -5.03423 1.12619 1.97871 -0.06 0.00 -0.01 -0.12
C -5.23536 1.47391 3.30120 -0.12 -0.05 0.01 -0.10
C -4.60826 0.75983 4.31546 -0.03 -0.04 0.01 -0.09
C -3.77674 -0.30143 4.00083 0.00 0.02 0.01 -0.07
C -3.57859 -0.65611 2.67190 0.02 -0.03 0.00 -0.09
C -3.35641 -2.13271 -0.06194 -0.09 0.01 -0.07 -0.36
C -4.15438 -3.17998 0.40222 -0.11 0.11 0.03 -0.11
C -3.66638 -4.47609 0.41956 0.07 0.02 0.01 -0.07
C -2.38065 -4.75441 -0.03367 -0.27 -0.09 0.21 -0.06
C -1.58044 -3.72437 -0.49714 0.05 0.46 0.08 -0.06
C -2.07122 -2.42296 -0.51608 -0.03 0.00 0.09 -0.08
C -2.87790 0.59960 -0.91103 -0.21 -0.11 -0.18 -0.40
C -1.81611 1.44692 -0.60779 0.19 -0.10 0.38 -0.40
N -1.23522 1.75894 -1.79193 -0.41 0.04 -0.10 -0.18
N -1.91823 1.16824 -2.76514 -0.29 0.19 -0.04 -0.04
N -2.90928 0.48705 -2.26348 0.23 -0.09 -0.07 0.02
P -1.07218 2.23730 0.82685 0.02 -0.13 -0.08 0.68
Se 0.38100 3.68001 0.17306 -0.12 0.07 -0.05 0.42
C -2.37779 3.07323 1.74565 0.08 0.04 0.18 -0.35
C -2.39793 3.04121 3.13528 0.01 0.07 -0.03 -0.08
C -3.29922 3.83613 3.83022 0.07 0.07 -0.04 -0.09
C -4.18398 4.64840 3.14043 0.03 0.03 0.04 -0.09
C -4.17835 4.66321 1.75091 -0.05 0.03 -0.01 -0.07
C -3.27222 3.88657 1.05326 0.00 -0.02 -0.09 -0.08
C -0.33450 0.99870 1.90482 0.03 -0.07 0.02 -0.35
C 0.60605 1.39037 2.85505 -0.01 0.07 0.08 -0.11
C 1.18089 0.44357 3.68478 0.03 -0.01 0.02 -0.08
C 0.85617 -0.90052 3.54484 -0.02 0.01 0.00 -0.06
C -0.05460 -1.29589 2.57806 0.05 -0.01 0.02 -0.05
C -0.65368 -0.34315 1.76847 0.07 -0.03 -0.12 -0.09
H -5.55576 1.65547 1.19104 0.00 -0.03 -0.02 0.08
H -5.89046 2.30210 3.54147 0.01 -0.05 0.00 0.11
H -4.77709 1.02886 5.35125 0.00 0.00 0.00 0.10
H -3.28961 -0.86949 4.78341 0.00 0.00 0.01 0.11
H -2.95269 -1.50681 2.43606 -0.08 0.00 0.01 0.09
H -5.16754 -2.97560 0.72986 0.00 0.01 -0.02 0.09
H -4.29859 -5.27745 0.78115 -0.01 0.00 -0.01 0.10
H -1.99188 -5.76533 -0.04433 -0.04 0.15 -0.03 0.10
H -0.58168 -3.96131 -0.84401 -0.18 0.09 0.03 0.08
H -1.43905 -1.62552 -0.87872 0.03 0.03 -0.08 0.07
H -1.72106 2.39597 3.67896 0.01 -0.02 -0.01 0.10
H -3.31262 3.80713 4.91220 -0.01 0.00 0.00 0.11
H -4.88621 5.26882 3.68331 0.00 -0.01 0.00 0.11
H -4.87819 5.28761 1.21056 0.01 0.00 0.00 0.11
H -3.25295 3.91622 -0.03028 0.01 -0.01 0.00 0.12
H 0.90107 2.43042 2.93389 -0.02 0.00 -0.03 0.10
H 1.91014 0.75374 4.42169 0.00 -0.01 0.01 0.10
H 1.33036 -1.63946 4.17866 0.00 0.00 -0.01 0.11
H -0.29108 -2.34314 2.43462 -0.01 0.00 0.00 0.12
H -1.34412 -0.66717 1.00449 0.07 0.06 0.05 0.06
Br -0.69914 5.00679 -3.24138 -0.14 -0.08 -0.04 0.64
C 0.92541 5.92714 -3.68423 0.09 0.01 -0.02 -1.02
Br 1.98509 6.35140 -2.13120 0.01 0.01 0.01 0.60
H 0.66594 6.85300 -4.17843 -0.01 0.02 0.02 0.00
H 1.51238 5.26019 -4.30085 0.03 -0.01 -0.04 -0.02
O 1.71287 -7.27227 -1.13509 0.03 0.07 0.01 -0.35
S 0.63774 -6.83932 -2.00590 0.05 -0.29 -0.14 0.43
O -0.26997 -5.87182 -1.40415 0.44 -0.54 -0.30 -0.38
O -0.01356 -7.89125 -2.75969 -0.02 0.08 0.04 -0.35
C 1.51348 -5.88294 -3.28899 0.10 -0.01 0.00 -0.33
N 2.37420 -6.52177 -4.08742 0.01 -0.06 -0.03 0.13
C 3.00563 -5.77632 -4.97867 0.00 0.08 -0.08 -0.12
C 2.82508 -4.39838 -5.10347 -0.05 -0.15 0.12 0.01
C 1.91865 -3.84001 -4.22159 -0.06 0.13 -0.09 -0.21
N 1.26802 -4.59008 -3.33455 0.03 0.01 0.04 0.15
C 1.57137 -2.38970 -4.12307 0.02 -0.08 0.04 -0.10
C 2.19798 -1.34340 -4.79434 -0.01 0.09 -0.06 0.02
C 1.85196 -0.03522 -4.48426 0.04 -0.20 0.12 -0.09
N 0.93577 0.26036 -3.55506 0.15 0.21 0.15 0.00
C 0.29661 -0.75431 -2.96591 -0.10 -0.04 -0.06 -0.12
C 0.56273 -2.07058 -3.22526 -0.01 0.13 0.00 0.04
H 3.69479 -6.29555 -5.63856 0.01 0.00 0.03 0.11
H 3.36872 -3.82650 -5.84192 -0.01 0.02 0.01 0.10
H 2.96999 -1.51912 -5.53164 0.01 -0.01 0.03 0.11
H 2.33834 0.80843 -4.95884 0.01 -0.02 -0.03 0.12
H -0.44850 -0.48220 -2.24061 -0.01 -0.11 0.08 0.07
H 0.03878 -2.85771 -2.71023 -0.05 -0.03 0.04 0.10

---

Which value of charge does entry 2 give?
-1

---

The highest charge belongs to which entry?
C45H37AsIN3NiO2PS

---

Which value of charge does entry 2 give?
-1

---

Which of these has the lowest charge?
C45H37Br2N7O7P2S2ScSe2